Record 1
{"formula": "C32H43NO3PS", "method": "ωB97M-V/def2-TZVPD", "elements": ["C", "C", "P", "C", "C", "N", "C", "C", "C", "C", "C", "C", "C", "C", "C", "C", "C", "O", "C", "C", "C", "C", "C", "O", "O", "S", "H", "H", "H", "H", "H", "H", "H", "H", "H", "H", "H", "H", "H", "H", "H", "H", "H", "H", "H", "H", "H", "H", "H", "H", "H", "H", "H", "H", "H", "H", "H", "C", "C", "C", "C", "C", "C", "H", "H", "H", "H", "H", "H", "C", "C", "C", "C", "C", "C", "H", "H", "H", "H", "H", "H"], "positions_angstrom": [[1.8079, -1.9657, 2.9670], [1.4717, -3.4005, 2.5435], [1.7563, -3.7545, 0.7534], [3.5749, -3.7377, 0.5969], [1.1997, -2.2109, -0.0518], [-0.0191, -1.8935, -0.3690], [-1.1080, -2.8469, -0.0212], [-2.5196, -2.2984, -0.1758], [-3.5326, -2.9509, 0.7904], [-4.5424, -1.9188, 1.2592], [-4.7904, -1.6976, 2.6120], [-5.7061, -0.7169, 2.9911], [-6.3638, 0.0432, 2.0318], [-6.1331, -0.1784, 0.6752], [-5.2192, -1.1564, 0.2994], [-0.1421, -0.5649, -0.9780], [-1.2128, -0.3476, -2.0829], [-1.5502, -1.5013, -2.7874], [-0.5631, -1.9470, -3.7249], [1.2351, -0.0059, -1.3890], [1.3952, 1.4804, -1.0089], [2.7957, 1.8598, -0.5154], [2.9934, 1.7626, 0.9727], [3.9948, 1.3413, 1.4349], [1.9665, 2.2086, 1.7541], [2.4054, -1.0685, -0.4605], [1.6518, -1.8317, 4.0321], [2.8300, -1.6854, 2.7270], [1.1545, -1.2475, 2.4715], [2.0857, -4.0784, 3.1276], [0.4245, -3.5635, 2.7739], [3.9875, -4.5988, 1.1076], [3.8787, -3.6976, -0.4415], [3.9997, -2.8525, 1.0724], [-0.9454, -3.7568, -0.5946], [-0.9814, -3.1192, 1.0222], [-2.8625, -2.4491, -1.1869], [-2.5013, -1.2300, 0.0137], [-3.0475, -3.4230, 1.6394], [-4.1079, -3.6804, 0.2277], [-4.2511, -2.2883, 3.3371], [-5.8716, -0.5479, 4.0444], [-7.0611, 0.8123, 2.3264], [-6.6333, 0.4099, -0.0763], [-5.0359, -1.3239, -0.7531], [-0.4532, 0.0971, -0.1618], [-0.8499, 0.4437, -2.7446], [-2.1030, 0.0505, -1.6111], [0.1445, -1.1507, -3.9444], [-0.0569, -2.8197, -3.3208], [-1.0650, -2.2119, -4.6492], [1.3725, -0.0643, -2.4621], [0.6607, 1.7964, -0.2728], [1.1848, 2.0569, -1.9051], [3.5915, 1.3214, -1.0152], [2.9505, 2.9096, -0.7669], [1.4722, 1.4305, 2.0425], [-5.6991, 1.3837, -4.6044], [-5.3043, 2.5385, -5.2660], [-3.9590, 2.7739, -5.5126], [-3.0080, 1.8497, -5.1030], [-3.4025, 0.6931, -4.4428], [-4.7480, 0.4616, -4.1912], [-6.7486, 1.2024, -4.4127], [-6.0464, 3.2555, -5.5910], [-3.6526, 3.6764, -6.0251], [-1.9583, 2.0320, -5.3010], [-2.6699, -0.0311, -4.1317], [-5.0552, -0.4398, -3.6746], [8.4590, 3.6509, 3.6297], [7.5000, 2.8950, 2.9699], [6.1643, 3.2711, 3.0154], [5.7908, 4.4100, 3.7166], [6.7497, 5.1680, 4.3744], [8.0834, 4.7866, 4.3336], [9.4997, 3.3553, 3.5958], [7.7940, 2.0103, 2.4191], [5.4162, 2.6777, 2.5049], [4.7500, 4.7071, 3.7509], [6.4577, 6.0562, 4.9196], [8.8306, 5.3749, 4.8500]], "atomic_forces_ev_per_a": [[-0.06, 0.03, -0.09], [0.00, 1.29, -0.06], [-0.48, -1.53, -0.12], [-0.05, 1.29, 0.30], [1.00, 0.53, 0.20], [0.38, -0.78, -0.31], [-0.50, 0.09, 0.08], [0.10, -0.23, 0.28], [-0.43, 0.72, -0.35], [0.05, 0.07, -0.02], [-0.15, 0.24, -0.66], [0.23, -0.11, -0.10], [-0.01, -0.08, -0.10], [0.47, -0.36, 0.42], [-0.16, 0.10, 0.31], [-0.67, 1.45, 0.13], [0.28, -0.36, 0.38], [0.15, -0.04, -0.34], [-0.34, 0.18, 0.23], [-0.26, -0.14, 0.76], [0.25, -0.05, -0.31], [-0.59, 0.75, -0.21], [-0.16, -0.21, -0.60], [1.04, -0.54, 0.66], [-0.55, -0.01, -0.26], [-0.04, 0.00, -0.50], [0.09, -0.05, 0.19], [0.15, 0.01, 0.06], [-0.12, 0.04, -0.09], [-0.03, -0.42, -0.14], [-0.12, -0.42, 0.03], [-0.10, -0.33, -0.09], [0.01, -0.34, -0.20], [0.15, 0.01, 0.09], [0.02, -0.03, -0.19], [0.22, 0.10, 0.17], [0.01, 0.16, -0.26], [-0.06, 0.14, 0.15], [0.02, -0.14, 0.11], [0.18, -0.50, 0.12], [-0.05, -0.01, 0.22], [-0.14, 0.10, 0.06], [-0.06, 0.04, 0.12], [-0.12, 0.07, -0.07], [0.03, -0.07, -0.11], [-0.15, -0.13, 0.15], [0.13, 0.04, -0.11], [-0.31, -0.15, -0.11], [0.17, 0.02, -0.06], [0.24, -0.09, -0.03], [-0.10, -0.12, -0.06], [0.38, -0.53, -0.11], [-0.06, -0.09, 0.14], [-0.08, 0.11, -0.11], [0.16, -0.16, -0.03], [0.06, 0.16, 0.04], [0.00, 0.16, 0.42], [-0.01, 0.01, 0.02], [0.00, 0.00, 0.01], [0.01, 0.01, 0.00], [-0.01, 0.00, 0.04], [-0.10, 0.19, -0.11], [0.00, 0.00, 0.04], [0.00, 0.00, -0.01], [0.00, 0.00, 0.00], [0.00, 0.00, -0.01], [-0.01, 0.00, -0.03], [0.04, -0.15, -0.02], [0.00, -0.01, -0.03], [0.00, -0.01, 0.00], [0.00, 0.00, 0.00], [-0.03, 0.02, -0.03], [0.01, -0.01, -0.01], [-0.02, 0.01, 0.01], [0.00, 0.00, 0.00], [0.00, 0.00, 0.00], [0.00, -0.01, 0.00], [0.11, 0.05, 0.09], [0.00, 0.00, 0.01], [0.00, 0.00, 0.01], [0.00, 0.01, 0.00]], "lowdin_charge": [-0.145, -0.383, 0.966, -0.298, -0.664, -0.053, -0.111, -0.163, -0.122, -0.237, -0.040, -0.075, -0.083, -0.069, -0.051, -0.231, -0.184, -0.203, -0.039, -0.428, -0.171, -0.119, -0.550, 0.130, 0.092, 1.116, 0.082, 0.066, 0.052, 0.088, 0.065, 0.054, 0.039, 0.029, 0.133, 0.098, 0.107, 0.107, 0.108, 0.125, 0.106, 0.104, 0.103, 0.103, 0.106, 0.152, 0.131, 0.128, 0.087, 0.093, 0.099, 0.108, 0.116, 0.125, 0.117, 0.143, 0.114, -0.088, -0.085, -0.089, -0.093, -0.099, -0.089, 0.104, 0.105, 0.104, 0.098, 0.067, 0.098, -0.096, -0.095, -0.093, -0.096, -0.096, -0.095, 0.101, 0.099, 0.066, 0.098, 0.101, 0.102], "total_energy_ev": -61631.1365, "charge": 1}

=====

Record 2
{"formula": "C3H5N2S2", "method": "ωB97M-V/def2-TZVPD", "elements": ["C", "C", "C", "N", "N", "S", "S", "H", "H", "H", "H", "H"], "positions_angstrom": [[0.5940, 0.1614, 1.3080], [0.8874, -1.7116, -0.3245], [-0.9664, 1.3305, -0.1653], [-0.0951, -0.8469, -0.6701], [-0.2766, 0.1942, 0.3085], [1.4257, -3.0939, -0.9500], [1.6933, -1.1214, 1.2579], [0.6897, 1.0811, 1.8224], [-0.5287, 2.2661, 0.2012], [-2.0520, 1.3501, 0.0014], [-0.8108, 1.2801, -1.2427], [-0.5606, -0.8897, -1.5468]], "atomic_forces_ev_per_a": [[-0.41, -0.60, -2.39], [1.24, -1.18, 0.94], [-1.14, 1.75, -1.15], [1.13, 0.74, 3.30], [1.54, -2.05, -0.41], [-0.42, 0.47, -0.35], [-1.25, 0.25, -0.78], [-0.07, 0.48, 1.13], [-0.06, -0.36, 0.04], [0.37, -0.37, 0.28], [-0.14, 0.57, -0.06], [-0.78, 0.31, -0.54]], "lowdin_charge": [-0.309, -1.066, 0.006, 0.053, -0.163, 0.747, 1.097, 0.115, 0.121, 0.123, 0.112, 0.165], "total_energy_ev": -27833.8951, "charge": 1}